Entry 1:
11
Properties=species:S:1:pos:R:3 method="wB97M-V/def2-TZVPD" gap_ha="0.23482 / 0.23480" lumo_ev="2.3 / 2.3" total_charge=-1 mol_weight_g_mol=218.9
C -0.62 0.14 0.32
C 0.77 -0.38 -0.09
O 3.10 -0.40 -1.39
O 1.09 -0.26 -2.99
P 1.71 0.11 -1.72
I 2.84 3.09 -3.17
H -1.24 0.04 -0.62
H -0.78 -0.53 1.15
H -0.59 1.22 0.65
H 0.63 -1.53 -0.15
H 1.60 -0.08 0.59

Entry 2:
49
Properties=species:S:1:pos:R:3 method="wB97M-V/def2-TZVPD" gap_ha=0.10435 lumo_ev=-0.5 total_charge=-1 mol_weight_g_mol=370.3
Ag -0.52 -1.06 -1.04
C 0.59 -5.75 1.03
C -0.42 -6.53 0.16
C -1.63 -6.75 1.02
O -0.80 -5.82 -1.02
H 0.69 -6.26 1.99
H 0.32 -4.71 1.23
H 1.54 -5.81 0.51
H 0.03 -7.50 -0.04
H -2.08 -5.77 1.17
H -1.39 -7.17 2.00
H -2.30 -7.40 0.46
C 5.92 0.11 -1.65
C 5.07 0.55 -2.84
C 5.93 0.76 -4.08
O 3.93 -0.30 -3.06
H 6.78 0.77 -1.53
H 6.24 -0.89 -1.97
H 5.48 0.09 -0.66
H 4.72 1.55 -2.59
H 5.33 1.11 -4.92
H 6.44 -0.15 -4.41
H 6.74 1.44 -3.81
C -4.22 4.43 -2.72
C -2.86 5.22 -2.63
C -1.71 4.16 -2.75
O -2.47 3.03 -3.12
C -3.81 3.29 -3.69
H -4.98 5.05 -3.18
H -4.50 4.04 -1.74
H -2.86 5.89 -1.77
H -2.86 5.92 -3.46
H -1.16 4.10 -1.81
H -1.03 4.37 -3.58
H -4.38 2.36 -3.66
H -3.71 3.64 -4.72
C -1.79 0.51 5.75
C -0.32 0.76 5.42
C -0.38 1.43 3.96
O -1.48 0.75 3.35
C -2.40 0.25 4.31
H -2.24 1.38 6.22
H -1.87 -0.29 6.48
H 0.22 -0.18 5.46
H 0.10 1.44 6.17
H 0.53 1.32 3.38
H -0.63 2.49 4.02
H -2.56 -0.80 4.09
H -3.25 0.93 4.29

Entry 3:
37
Properties=species:S:1:pos:R:3 method="wB97M-V/def2-TZVPD" gap_ha="0.17681 / 0.17803" s_squared=3.787 lumo_ev="4.9 / 4.9" total_charge=-2 mol_weight_g_mol=437.6 multiplicity=4
C 0.31 -0.98 -0.90
C 1.23 0.17 -0.95
C 0.37 1.31 -1.39
C 2.62 0.09 -1.49
C -0.96 0.90 -1.35
C -1.01 -0.49 -0.99
C -2.22 -1.30 -0.82
C 0.69 -2.41 -0.87
C 0.88 2.55 -2.00
C -2.11 1.74 -1.73
Tc 1.05 0.43 1.17
Cl 2.01 2.26 1.28
Cl 2.78 -1.09 1.40
O -0.64 1.05 1.63
H 3.10 -0.84 -1.18
H 3.20 0.91 -1.08
H 2.59 0.17 -2.58
H 1.85 2.86 -1.59
H 0.17 3.37 -1.85
H 0.99 2.41 -3.08
H -1.97 2.77 -1.37
H -3.04 1.34 -1.30
H -2.23 1.79 -2.82
H -3.08 -0.67 -0.55
H -2.07 -2.03 0.00
H -2.49 -1.85 -1.74
H 1.73 -2.55 -0.55
H 0.57 -2.84 -1.88
H 0.04 -2.98 -0.18
H -1.25 1.22 2.36
O -2.02 -3.49 1.93
H -1.53 -2.97 2.60
O -0.23 1.06 5.08
Cl 0.05 -0.18 4.42
O 0.66 -1.13 5.29
O -1.15 -0.70 3.78
O 1.13 0.11 3.30

Entry 4:
58
Properties=species:S:1:pos:R:3 method="wB97M-V/def2-TZVPD" gap_ha=0.30449 lumo_ev=0.2 smiles="COc1ccc(NS(=O)(=O)c2ccc(N3CCOCC3)c(NC(=O)c3ccc(F)cc3)c2)cc1" total_charge=0 mol_weight_g_mol=485.5
C -1.67 -2.75 2.86
O -0.54 -1.94 3.06
C 0.50 -2.05 2.18
C 0.52 -2.89 1.08
C 1.60 -2.86 0.21
C 2.67 -2.01 0.43
N 3.72 -1.91 -0.49
S 4.34 -0.38 -0.87
O 5.32 -0.01 0.11
O 4.74 -0.48 -2.24
C 2.93 0.70 -0.66
C 3.08 1.87 0.05
C 1.97 2.65 0.33
C 0.70 2.23 -0.04
N -0.47 2.94 0.28
C -1.16 3.58 -0.84
C -2.57 3.96 -0.39
O -2.54 4.81 0.72
C -1.86 4.21 1.80
C -0.42 3.86 1.41
C 0.55 1.00 -0.71
N -0.74 0.51 -0.89
C -1.12 -0.70 -1.37
O -0.38 -1.48 -1.94
C -2.56 -1.02 -1.14
C -3.57 -0.05 -1.14
C -4.88 -0.41 -0.92
C -5.18 -1.75 -0.70
F -6.46 -2.10 -0.47
C -4.21 -2.73 -0.72
C -2.90 -2.36 -0.95
C 1.68 0.27 -1.07
C 2.68 -1.22 1.58
C 1.60 -1.23 2.43
H -1.42 -3.82 2.91
H -2.36 -2.51 3.67
H -2.15 -2.54 1.90
H -0.30 -3.56 0.87
H 1.59 -3.50 -0.67
H 3.61 -2.47 -1.32
H 4.07 2.16 0.38
H 2.10 3.59 0.85
H -1.19 2.91 -1.69
H -0.63 4.50 -1.14
H -3.09 4.50 -1.18
H -3.14 3.05 -0.14
H -1.87 4.94 2.61
H -2.38 3.30 2.12
H 0.08 3.37 2.25
H 0.12 4.79 1.15
H -1.42 1.04 -0.35
H -3.34 0.98 -1.34
H -5.68 0.32 -0.92
H -4.48 -3.76 -0.56
H -2.12 -3.09 -1.00
H 1.57 -0.64 -1.62
H 3.54 -0.59 1.77
H 1.59 -0.61 3.31

Entry 5:
61
Properties=species:S:1:pos:R:3 method="wB97M-V/def2-TZVPD" gap_ha=0.11161 lumo_ev=-2.6 total_charge=0 mol_weight_g_mol=464.6
C 0.99 -5.52 5.40
O 2.26 -5.04 4.87
C 2.32 -3.76 4.42
C 3.61 -3.26 4.08
C 3.76 -1.93 3.76
C 2.64 -1.04 3.74
C 2.81 0.35 3.48
C 1.75 1.25 3.40
C 1.88 2.63 3.44
C 0.74 3.50 3.42
C 0.77 4.79 4.02
C -0.37 5.55 4.12
C -1.59 5.08 3.57
O -2.67 5.89 3.70
C -3.93 5.45 3.12
C -1.64 3.82 2.93
C -0.49 3.06 2.85
C 1.36 -1.59 4.02
C 1.19 -2.92 4.34
H 1.20 -6.53 5.73
H 0.66 -4.91 6.25
H 0.22 -5.52 4.62
H 4.45 -3.94 4.11
H 4.74 -1.53 3.52
H 3.82 0.74 3.37
H 0.74 0.84 3.32
H 2.86 3.07 3.58
H 1.71 5.14 4.43
H -0.37 6.52 4.62
H -4.62 6.27 3.33
H -3.84 5.30 2.04
H -4.28 4.53 3.60
H -2.58 3.45 2.50
H -0.53 2.10 2.34
H 0.48 -0.95 4.01
H 0.19 -3.31 4.57
C 4.99 -0.99 -1.01
C 4.20 -0.02 -0.17
O 4.36 1.32 -0.71
C 3.47 2.22 -0.21
C 3.88 3.57 -0.50
S 2.92 4.79 0.12
C 1.86 5.29 -1.26
C 0.55 4.79 -1.36
C -0.22 5.11 -2.48
C 0.31 5.90 -3.50
C 1.61 6.39 -3.40
C 2.39 6.09 -2.27
O 3.70 5.98 0.50
O 2.43 1.90 0.38
H 5.12 -1.92 -0.45
H 4.44 -1.23 -1.92
H 5.98 -0.60 -1.28
H 3.13 -0.28 -0.17
H 4.56 0.00 0.87
H 4.81 3.77 -1.03
H 0.16 4.17 -0.56
H -1.24 4.72 -2.55
H -0.30 6.13 -4.39
H 2.03 7.01 -4.20
H 3.40 6.48 -2.17

Entry 6:
18
Properties=species:S:1:pos:R:3 method="wB97M-V/def2-TZVPD" gap_ha="0.22748 / 0.21239" s_squared=2.029 lumo_ev="0.6 / -2.2" total_charge=0 mol_weight_g_mol=142.3 multiplicity=3
C 1.73 1.96 -1.17
C 2.00 2.87 -0.16
C 0.71 1.12 -0.89
C 1.48 2.66 1.08
C 0.10 -2.38 0.82
C -2.42 -0.83 -0.38
Si -1.10 -0.96 1.04
S 0.28 1.04 0.79
H 2.20 2.19 -2.18
H 2.66 3.72 -0.35
H 0.28 0.48 -1.64
H 1.07 -1.98 1.27
H -0.11 -3.33 1.34
H 0.59 -2.87 -0.05
H -2.05 -1.33 -1.25
H -3.27 -1.54 -0.13
H -2.89 0.22 -0.65
H -1.26 -1.06 2.51